1.
This record from OMol25 describes a cluster of 2 separate species, C4H13N2O in total at a distorted geometry. The level of theory is ωB97M-V/def2-TZVPD.

Output
* HOMO energy: -0.557 hartree
* energy above the lowest of the compared OMol25 structures with the same formula, charge and spin: 677.4 kJ/mol
* 2S+1: 1
* E_LUMO: -8.8 eV
* net charge: +1
* E: -9374.5626 eV
* HOMO-LUMO gap: 6.405 eV

Last column: Löwdin charge in e.
CARTESIAN COORDINATES (ANGSTROEM)
C 2.47 -0.01 -0.05  -0.1101
C 1.49 1.13 0.06  -0.1573
C 0.05 0.75 0.45  -0.1852
N -2.92 0.11 -0.01  0.1265
C -1.86 0.28 -0.97  -0.2553
N -0.54 -0.17 -0.50  0.2392
H 2.83 -0.71 0.72  0.0956
H 2.13 -0.82 -0.72  0.0717
H 3.44 0.21 -0.53  0.0940
H 1.25 1.49 -0.95  0.1262
H 1.78 1.94 0.75  0.1428
H -0.59 1.62 0.67  0.1322
H -0.02 0.10 1.35  0.1826
H -3.00 0.80 0.73  0.1093
H -1.94 1.35 -1.23  0.1533
H -2.08 -0.35 -1.83  0.1385
H -0.10 -1.55 0.29  -0.0401
H -3.07 -0.85 0.27  0.1121
H 0.22 -3.12 0.79  0.0598
O 0.47 -2.20 0.72  -0.0355



2.
This record from OMol25 describes a structure of composition C34H44AsIrN3O7S2Se2 at a distorted geometry. The level of theory is ωB97M-V/def2-TZVPD.

Output
* HOMO energy (alpha / beta): -0.460 / -0.460 hartree
* energy above the lowest of the compared OMol25 structures with the same formula, charge and spin: 284.6 kJ/mol
* 2S+1: 2
* E_LUMO (alpha / beta): -6.6 / -8.3 eV
* net charge: +2
* E: -270797.8055 eV
* HOMO-LUMO gap (alpha / beta): 5.941 / 4.203 eV
* ⟨S²⟩: 0.75

Last column: Löwdin charge in e.
CARTESIAN COORDINATES (ANGSTROEM)
Ir -0.80 0.36 -0.08  0.8062
C 3.18 0.23 0.64  -0.3335
Se 1.65 0.94 1.60  1.0258
C 2.22 2.84 1.65  -0.4717
C 2.70 3.41 0.33  -0.4421
Se 1.31 3.26 -1.08  1.2571
C 0.53 5.01 -0.85  -0.2782
H 3.23 -0.83 0.86  0.0123
H 4.08 0.70 1.01  0.0503
H 3.06 0.39 -0.43  0.0231
H 3.00 2.91 2.41  0.0916
H 1.35 3.39 2.01  0.0518
H 3.59 2.89 -0.03  0.0698
H 2.94 4.47 0.44  0.0915
H 1.17 5.75 -1.33  0.0607
H 0.43 5.23 0.21  0.0580
H -0.46 5.02 -1.31  0.0362
C -3.60 2.28 2.09  -0.0048
C -2.13 2.65 2.01  -0.5093
C -1.75 3.71 3.05  0.0106
O -1.29 1.50 2.11  -0.1523
C -1.88 3.28 0.58  -0.6178
O -2.36 4.37 0.34  0.1151
O -1.14 2.59 -0.19  -0.2777
H -3.85 1.93 3.09  0.0995
H -3.84 1.50 1.36  0.0219
H -4.21 3.16 1.87  0.1079
H -1.92 3.33 4.05  0.0989
H -2.36 4.59 2.88  0.1032
H -0.70 3.99 2.96  0.0776
H -1.60 0.96 2.85  0.1136
S -3.23 -0.25 -0.47  0.7130
C -3.44 -0.50 -2.18  -0.6738
C -4.73 -0.81 -2.62  -0.1061
C -4.98 -0.98 -3.97  -0.0522
C -3.94 -0.87 -4.89  -0.0563
C -2.66 -0.57 -4.45  -0.1013
C -2.39 -0.38 -3.11  -0.3944
As -0.58 0.14 -2.57  1.2888
C 0.52 -1.33 -3.20  -0.3930
C 1.89 -1.11 -3.35  -0.1422
C 2.73 -2.15 -3.69  -0.0602
C 2.22 -3.43 -3.87  -0.0481
C 0.86 -3.65 -3.71  -0.0500
C 0.01 -2.61 -3.37  -0.0876
C -0.28 1.58 -3.86  -0.3743
C 0.40 1.38 -5.06  -0.0908
C 0.53 2.44 -5.95  -0.0478
C -0.02 3.67 -5.65  -0.0473
C -0.70 3.87 -4.45  -0.0605
C -0.83 2.82 -3.56  -0.1580
H -5.53 -0.90 -1.90  0.1080
H -5.97 -1.22 -4.31  0.1175
H -4.13 -1.01 -5.94  0.1131
H -1.85 -0.48 -5.17  0.1088
H 2.29 -0.10 -3.21  0.1029
H 3.79 -1.98 -3.81  0.1152
H 2.87 -4.24 -4.14  0.1186
H 0.46 -4.65 -3.85  0.1171
H -1.05 -2.78 -3.23  0.1118
H 0.81 0.41 -5.29  0.1050
H 1.06 2.29 -6.88  0.1186
H 0.08 4.49 -6.34  0.1176
H -1.13 4.83 -4.22  0.1169
H -1.38 2.94 -2.63  0.0902
C 1.54 -2.26 7.13  -0.1084
C 2.39 -1.75 5.99  -0.2637
S 1.48 -1.96 4.43  0.7005
O 2.17 -1.33 3.31  -0.4020
O 0.11 -1.54 4.58  -0.3207
C 1.52 -3.77 4.13  -0.1699
C 0.43 -4.18 3.16  -0.1078
N 0.42 -3.34 1.99  0.0535
C -0.50 -2.41 1.69  -0.3041
N -0.16 -1.73 0.60  -0.0021
C 1.02 -2.24 0.17  -0.0589
C 1.40 -3.24 1.02  -0.1283
N 2.58 -4.02 0.90  -0.3230
O 2.81 -4.85 1.75  0.1086
O 3.27 -3.78 -0.06  0.1194
C -1.77 -2.21 2.42  0.0139
H 2.06 -2.13 8.07  0.0934
H 1.31 -3.32 7.03  0.0732
H 0.60 -1.71 7.17  0.0820
H 3.32 -2.30 5.86  0.1095
H 2.60 -0.69 6.09  0.1116
H 1.38 -4.27 5.08  0.1051
H 2.52 -3.99 3.75  0.0964
H -0.54 -4.07 3.65  0.1342
H 0.57 -5.23 2.85  0.1501
H 1.52 -1.90 -0.72  0.1066
H -2.34 -3.13 2.47  0.1108
H -2.36 -1.47 1.87  0.0328
H -1.58 -1.85 3.43  0.0727



3.
This record from OMol25 describes a cluster of 4 separate species, C41H78N5O7P in total at a distorted geometry. The level of theory is ωB97M-V/def2-TZVPD.

Output
* HOMO energy (alpha / beta): -0.383 / -0.405 hartree
* 2S+1: 4
* E_LUMO (alpha / beta): -5.0 / -5.0 eV
* net charge: +1
* E: -74830.9082 eV
* HOMO-LUMO gap (alpha / beta): 5.434 / 6.007 eV
* ⟨S²⟩: 3.76

Last column: Löwdin charge in e.
CARTESIAN COORDINATES (ANGSTROEM)
C 1.92 1.29 -2.02  -0.0953
C 1.29 0.41 -3.26  -0.2852
O 1.26 1.10 -4.56  -0.2479
P -0.06 2.23 -4.68  0.7879
O -0.23 2.56 -6.25  -0.3846
C -1.72 1.49 -4.10  -0.2508
C -3.06 2.29 -4.63  -0.1606
C -4.36 1.51 -3.93  -0.0156
C -4.41 -0.16 -3.96  0.0774
N -5.53 -0.97 -3.31  0.0118
C -6.68 -0.28 -2.60  0.0286
C -6.79 1.36 -2.53  0.0548
C -5.62 2.31 -3.21  -0.0281
C -5.72 3.95 -3.15  -0.1526
C -6.15 4.53 -1.64  -0.1009
C -6.02 6.19 -1.75  -0.3078
N -4.73 6.94 -2.00  0.0810
O -7.14 6.95 -1.61  -0.0591
O 0.40 3.72 -3.90  -0.3009
C -0.20 4.90 -4.54  -0.2846
C 0.34 6.22 -3.68  -0.0911
H 1.63 0.72 -1.02  0.0909
H 1.50 2.38 -1.94  0.0741
H 3.10 1.23 -2.08  0.0921
H 0.27 -0.06 -2.92  0.1065
H 2.03 -0.52 -3.40  0.1268
H -1.72 1.54 -2.92  0.1159
H -1.70 0.34 -4.39  0.1022
H -2.98 3.40 -4.18  0.1010
H -3.13 2.36 -5.79  0.1425
H -3.56 -0.80 -4.48  0.1428
H -5.48 -2.03 -3.35  0.1653
H -7.50 -0.95 -2.09  0.1397
H -7.71 1.81 -1.96  0.1164
H -6.62 4.25 -3.86  0.1528
H -4.78 4.51 -3.56  0.1052
H -7.30 4.32 -1.46  0.1323
H -5.47 4.09 -0.79  0.1289
H -4.75 7.51 -2.88  0.1085
H -3.90 6.31 -1.94  0.0759
H -1.37 4.87 -4.44  0.0993
H 0.13 5.08 -5.65  0.1331
H -0.06 6.06 -2.59  0.0735
H 1.52 6.12 -3.69  0.0986
H -0.04 7.22 -4.17  0.0912
C -3.40 1.41 2.91  -0.0400
C -2.10 1.23 2.08  -0.4674
C -0.92 0.91 3.03  -0.1313
C -0.48 2.12 3.86  -0.1796
C -0.17 3.32 2.96  -0.1326
C -1.29 3.65 1.94  -0.4747
N -1.84 2.45 1.23  -0.0235
O -0.90 2.08 0.24  -0.0612
C -2.46 4.40 2.64  -0.0412
C -0.72 4.73 0.95  -0.0485
C -2.40 -0.04 1.21  -0.0457
H -3.79 0.44 3.24  0.0875
H -3.25 1.99 3.82  0.0608
H -4.19 1.88 2.32  0.0855
H -0.05 0.55 2.46  0.1259
H -1.19 0.10 3.72  0.1091
H -1.25 2.39 4.59  0.1046
H 0.41 1.87 4.44  0.1192
H 0.03 4.19 3.59  0.1273
H 0.76 3.10 2.42  0.1238
H -3.30 4.54 1.96  0.0823
H -2.14 5.40 2.98  0.0887
H -2.82 3.90 3.54  0.0608
H 0.21 4.41 0.47  0.0735
H -0.48 5.66 1.48  0.0881
H -1.45 4.98 0.17  0.0724
H -3.26 0.14 0.55  0.0740
H -2.64 -0.90 1.84  0.0762
H -1.55 -0.35 0.59  0.0694
C -0.20 -5.97 3.25  -0.0441
C -0.04 -4.45 3.54  -0.4729
C 1.09 -4.25 4.59  -0.1348
C 0.69 -4.70 5.99  -0.1845
C -0.60 -4.03 6.43  -0.1351
C -1.77 -4.15 5.41  -0.4749
N -1.34 -3.86 4.00  -0.0157
O -1.24 -2.46 3.87  -0.0529
C -2.40 -5.56 5.47  -0.0429
C -2.93 -3.22 5.90  -0.0479
C 0.43 -3.87 2.17  -0.0471
H 0.61 -6.34 2.61  0.0865
H -0.15 -6.59 4.15  0.0591
H -1.14 -6.18 2.73  0.0919
H 1.39 -3.19 4.62  0.1244
H 1.99 -4.80 4.28  0.1263
H 0.59 -5.78 6.04  0.1039
H 1.49 -4.44 6.69  0.1172
H -0.91 -4.45 7.40  0.1266
H -0.39 -2.97 6.62  0.1223
H -3.14 -5.70 4.67  0.0908
H -2.91 -5.72 6.42  0.0868
H -1.67 -6.37 5.40  0.0594
H -2.60 -2.18 6.05  0.0729
H -3.32 -3.55 6.87  0.0856
H -3.76 -3.21 5.19  0.0846
H -0.33 -4.04 1.40  0.0844
H 1.35 -4.36 1.83  0.0822
H 0.65 -2.80 2.20  0.0697
C 7.93 -1.45 -3.21  -0.0448
C 7.63 -1.77 -1.72  -0.4767
C 8.02 -3.25 -1.43  -0.1362
C 7.05 -4.25 -2.07  -0.1866
C 5.61 -3.96 -1.66  -0.1373
C 5.18 -2.48 -1.87  -0.4716
N 6.19 -1.49 -1.39  -0.0248
O 6.09 -1.43 0.02  -0.0282
C 4.88 -2.21 -3.37  -0.0447
C 3.78 -2.30 -1.19  -0.0469
C 8.61 -0.83 -0.95  -0.0456
H 9.00 -1.31 -3.38  0.0871
H 7.63 -2.24 -3.90  0.0573
H 7.43 -0.52 -3.52  0.0928
H 8.05 -3.43 -0.35  0.1250
H 9.03 -3.45 -1.80  0.1258
H 7.15 -4.24 -3.16  0.1030
H 7.32 -5.26 -1.75  0.1158
H 4.95 -4.63 -2.22  0.1236
H 5.50 -4.23 -0.60  0.1223
H 4.68 -1.15 -3.55  0.0843
H 3.99 -2.76 -3.70  0.0826
H 5.68 -2.53 -4.04  0.0602
H 3.78 -2.60 -0.13  0.0744
H 3.02 -2.93 -1.68  0.0829
H 3.43 -1.26 -1.26  0.0617
H 8.40 0.22 -1.16  0.0882
H 9.65 -1.02 -1.24  0.0846
H 8.58 -0.97 0.14  0.0753



4.
This record from OMol25 describes a cluster of 2 separate species, C4H6O2 in total at a distorted geometry. The level of theory is ωB97M-V/def2-TZVPD.

Output
* HOMO energy: -0.313 hartree
* energy above the lowest of the compared OMol25 structures with the same formula, charge and spin: 573.4 kJ/mol
* 2S+1: 1
* E_LUMO: 0.4 eV
* E: -8334.5181 eV
* HOMO-LUMO gap: 8.887 eV
* SMILES string: C1=CO1.CC=O

Last column: Löwdin charge in e.
CARTESIAN COORDINATES (ANGSTROEM)
C -2.30 -0.43 -0.87  -0.0197
C -1.99 0.51 -0.07  -0.1247
O -2.40 -0.61 0.62  -0.0796
H -1.80 -1.21 -1.47  0.1110
H -1.83 1.55 0.05  0.1154
C 1.69 -0.41 0.68  -0.0428
C 1.30 0.53 -0.38  -0.3369
O 1.47 1.73 -0.35  0.0352
H 2.60 -0.85 0.47  0.0620
H 0.93 -1.09 0.86  0.0562
H 1.77 0.24 1.57  0.1049
H 0.56 0.02 -1.12  0.1191



5.
This record from OMol25 describes a cluster of 2 separate species, CHNO2S in total at a distorted geometry. The level of theory is ωB97M-V/def2-TZVPD.

Output
* HOMO energy (alpha / beta): -0.342 / -0.341 hartree
* energy above the lowest of the compared OMol25 structures with the same formula, charge and spin: 74.4 kJ/mol
* 2S+1: 1
* E_LUMO (alpha / beta): -1.5 / -1.5 eV
* E: -17471.4046 eV
* HOMO-LUMO gap (alpha / beta): 7.813 / 7.773 eV
* SMILES string: N=C=O.O=S

Last column: Löwdin charge in e.
CARTESIAN COORDINATES (ANGSTROEM)
N -1.75 -0.32 0.23  0.2141
C -0.71 -0.85 0.17  -0.4501
O 0.22 -1.53 0.18  0.1480
H -2.26 0.09 -0.48  0.0608
O 1.85 1.71 -0.52  -0.6936
S 2.66 0.91 0.42  0.7209